No. 1
Formula: C46H115Br3N12O25P4
Source: OMol25
Level of theory: ωB97M-V/def2-TZVPD

Element x y z (Å)
1 H 3.798 6.497 -3.640
2 H -1.445 -5.519 -5.853
3 H -1.272 1.769 3.029
4 H -0.835 4.618 -1.712
5 H -2.159 -6.388 -8.013
6 H -1.004 7.794 0.710
7 H -2.719 3.132 -1.053
8 H -3.819 1.233 2.443
9 H -3.394 -3.154 -6.010
10 H 1.203 -2.588 -7.830
11 C -0.490 0.153 -2.536
12 H -4.582 -3.791 -9.425
13 H -1.319 3.479 1.014
14 H 1.561 -1.476 2.234
15 H 1.295 -1.358 -6.579
16 O 2.660 4.048 2.496
17 C -2.621 6.314 8.360
18 O -3.439 -2.103 -3.327
19 H -0.962 -3.055 4.576
20 C 5.742 -4.415 7.200
21 Br 4.057 -1.395 -2.017
22 H -2.451 1.576 -5.111
23 O 0.273 8.554 -2.876
24 H -1.845 6.809 8.944
25 O -1.685 6.358 4.996
26 H -1.073 -2.577 -0.159
27 H -0.411 5.000 4.057
28 H -1.352 6.015 0.514
29 H 2.028 -0.107 1.157
30 H -2.731 3.216 -5.621
31 H -4.837 -2.083 -9.075
32 H 2.205 6.973 -0.308
33 C -4.076 -2.841 -9.260
34 N 1.829 6.337 -2.747
35 H -1.566 0.097 -2.371
36 H 4.126 -5.870 0.845
37 N -0.075 1.794 1.293
38 H -0.589 6.630 -5.203
39 H 3.847 -5.671 2.465
40 C -1.463 4.978 -2.526
41 C -3.704 2.890 -1.451
42 C -1.402 6.284 -4.564
43 H -2.118 7.094 -4.419
44 H -8.947 -1.247 4.488
45 H 3.605 -3.376 -3.623
46 H 0.636 -2.770 3.816
47 H 4.356 2.329 -0.898
48 C 7.261 -1.667 5.339
49 C -1.115 6.957 0.021
50 H 1.974 -1.742 0.577
51 H 3.277 7.599 -2.351
52 C -1.711 5.758 6.189
53 P -1.428 -3.023 -8.378
54 C 0.091 -3.335 4.572
55 H 1.172 7.770 0.860
56 C 4.403 2.126 0.172
57 H -1.925 7.293 -0.626
58 H 5.830 -3.719 1.606
59 H 3.319 4.593 4.467
60 C -1.149 5.769 3.828
61 H -7.226 -1.586 -3.559
62 O -2.153 0.480 0.343
63 H 0.083 -3.055 1.072
64 H -2.488 5.262 8.611
65 H 0.281 -5.459 -6.462
66 C 8.771 -3.575 4.556
67 H 1.330 4.478 -3.505
68 N -1.090 -4.590 -7.779
69 H 5.497 -5.339 7.723
70 H 2.996 4.633 -2.868
71 H 8.905 -4.573 4.972
72 H 1.862 5.367 3.986
73 H -5.053 -2.016 0.100
74 H 0.034 3.230 -0.246
75 H 1.704 -4.306 9.246
76 N 5.037 -3.006 3.432
77 O -4.465 2.190 -4.865
78 H 7.794 -1.467 6.269
79 C 2.427 4.443 3.859
80 C 3.401 -6.167 1.603
81 H 3.261 -4.588 6.762
82 H 7.457 -0.862 4.630
83 O 1.728 -6.986 -0.641
84 H 5.343 -3.550 7.730
85 N 0.123 6.805 -0.742
86 O 0.952 -2.851 7.920
87 N -0.753 -1.869 -7.280
88 C 0.752 -1.662 -7.475
89 H -6.720 0.102 -3.233
90 O -7.805 0.436 4.002
91 H 1.544 -2.683 9.802
92 P -0.678 0.498 0.292
93 H 0.239 -4.348 4.195
94 H -2.403 -0.971 -6.427
95 H -2.464 5.187 -2.148
96 H -4.033 1.924 -1.069
97 C -6.962 0.089 2.962
98 H 5.585 -1.901 1.673
99 H 2.064 3.564 4.391
100 C 0.531 -3.618 6.900
101 H -9.601 -0.215 3.274
102 H -4.433 3.640 -1.144
103 O -7.234 -0.594 1.981
104 H -0.468 -4.037 -5.906
105 H 3.613 -5.663 5.509
106 H -3.836 -4.506 -6.896
107 C -4.563 -1.621 -3.137
108 C -3.216 2.247 -5.500
109 C 3.530 -3.290 -2.539
110 H 0.018 -0.811 -2.568
111 H -1.568 4.060 -3.105
112 C -0.638 -2.286 0.798
113 N 5.131 -4.276 5.895
114 O 0.069 -4.781 6.874
115 O 6.378 -5.261 3.724
116 H 3.153 -4.024 5.047
117 O 3.455 2.899 0.870
118 H -3.513 -2.612 -10.166
119 C -4.682 2.471 -3.571
120 H 0.101 -3.702 9.644
121 C 2.970 7.102 -3.271
122 C -4.576 -2.241 -0.854
123 C 1.469 -1.039 1.240
124 H -4.324 -3.301 -0.831
125 H -0.663 -6.402 -8.895
126 H 1.902 1.343 -2.396
127 H 5.413 2.292 0.547
128 O 4.064 2.339 2.941
129 H 9.556 -2.922 4.937
130 C 1.479 0.987 -1.457
131 C 1.266 6.879 0.239
132 H -0.719 -5.207 -1.655
133 H -4.921 -3.050 -6.941
134 H -0.292 0.779 -3.405
135 C -6.680 -0.724 -3.943
136 O -2.448 6.646 6.999
137 N 0.019 0.794 -1.313
138 O -5.155 -1.614 -1.979
139 C -0.886 -5.792 -0.750
140 C 1.946 4.867 -2.695
141 H 1.917 -0.009 -1.386
142 H 4.261 -2.976 1.463
143 C -9.048 -0.198 4.213
144 O -1.083 -2.775 -9.814
145 H -4.454 -0.274 1.854
146 P 0.293 7.086 -2.462
147 O -5.883 2.321 -3.128
148 Br 1.605 -3.313 -2.111
149 H -0.869 -6.857 -0.982
150 H -1.805 -5.546 -0.217
151 H 0.246 0.776 3.020
152 O -1.173 4.633 6.506
153 C 3.717 -4.611 5.772
154 H 3.343 -1.705 3.451
155 H 1.865 1.614 -0.653
156 H 6.226 -1.512 5.641
157 C 3.420 3.059 2.172
158 H 3.849 -2.204 5.087
159 H 0.404 2.473 3.206
160 N 7.355 -3.010 4.834
161 O -3.607 2.672 -2.864
162 H -1.320 0.171 -7.487
163 C 4.196 -1.928 4.091
164 C 1.053 -3.434 9.184
165 H -1.998 5.341 3.296
166 H -3.610 -1.761 -0.694
167 O 0.212 -5.558 0.205
168 H 9.000 -3.558 3.490
169 C -3.896 -3.419 -6.940
170 H 2.622 7.798 -4.035
171 C -1.422 -0.654 -6.782
172 H 3.482 -7.209 1.911
173 C -0.693 -4.971 -6.421
174 N 0.071 -0.984 0.790
175 H -0.809 6.545 3.142
176 H 4.755 -0.993 4.115
177 H -1.386 -2.354 1.588
178 H -9.630 0.291 4.994
179 C 1.397 -6.114 0.226
180 O 0.577 -2.831 5.776
181 H 6.804 -4.171 7.231
182 H -1.967 -5.395 -9.459
183 O -5.721 0.644 3.154
184 H -3.559 6.666 8.789
185 H -3.514 1.851 -6.471
186 H 4.252 1.052 0.283
187 Br 4.501 -4.743 -1.570
188 O -5.298 -1.110 -4.129
189 H -1.730 5.357 -5.035
190 P 6.035 -4.009 4.423
191 C -4.736 0.748 2.106
192 H -5.069 1.323 1.242
193 O 2.020 -5.748 1.287
194 H 1.520 4.604 -1.727
195 N -0.803 5.998 -3.250
196 H 1.274 6.006 0.891
197 N -3.183 -2.925 -8.131
198 C -0.295 3.179 0.792
199 H 0.412 3.758 1.386
200 H -7.233 -0.506 -4.856
201 H -0.769 -0.376 -5.954
202 C -1.466 -5.747 -8.557
203 C 5.224 -2.887 1.965
204 C -0.224 1.717 2.734
205 H 0.988 -0.913 -8.231

- <S²>: 0.754
- E_HOMO (alpha / beta): -1.83 / -6.05 eV
- Spin multiplicity: 2
- Orbital gap (alpha / beta): 3.38 / 7.60 eV
- Total charge: -1

These are the Mulliken partial charges, in e, on atoms 1 to 5: number 1, H, carries 0.35; number 2, H, carries 0.32; number 3, H, carries 0.09; number 4, H, carries 0.12; number 5, H, carries 0.37


No. 2
Formula: C24H32BF3O3
Source: OMol25
Level of theory: ωB97M-V/def2-TZVPD

Element x y z (Å)
1 H 2.272 -4.104 -1.712
2 H 3.098 -3.543 3.341
3 H 0.830 -4.224 0.180
4 H 0.036 -0.951 3.917
5 H -3.226 0.894 -1.061
6 C -4.622 -1.117 4.250
7 H 0.015 1.151 2.033
8 H -3.404 2.485 -0.499
9 H -0.908 3.850 -2.201
10 H -4.070 -3.646 3.150
11 H -1.839 -4.314 2.097
12 H 0.190 0.976 -4.690
13 H -2.267 -0.141 0.851
14 H 0.328 2.604 1.126
15 C 2.253 -3.198 -1.076
16 C -0.877 -1.466 3.606
17 H 3.267 -2.794 -0.883
18 C 1.114 1.401 -4.329
19 H -5.428 -1.376 3.542
20 C -1.384 2.013 -1.168
21 H 3.293 0.858 -1.799
22 C 3.040 2.751 -4.586
23 H -1.348 2.242 1.653
24 B 0.386 1.086 -1.990
25 C -2.874 1.903 -1.238
26 O 0.602 0.773 -0.639
27 C 1.436 -3.292 0.177
28 H 0.619 -4.277 2.148
29 H -0.704 -0.938 0.713
30 C 2.868 1.330 -2.687
31 C -0.765 -2.599 2.730
32 C 1.851 2.264 -5.107
33 C 1.507 1.164 -3.018
34 F 4.917 3.625 -5.690
35 O -0.913 1.346 -2.357
36 F 2.967 4.602 -6.043
37 H -3.249 2.196 -2.213
38 H -2.173 -0.120 4.731
39 H 1.034 -2.226 0.271
40 C -1.958 -3.354 2.598
41 C 2.384 -2.783 3.676
42 H -1.641 -0.714 -0.762
43 H -4.528 -0.018 4.325
44 C -0.648 1.112 0.004
45 C 3.721 3.954 -5.123
46 C -0.866 3.476 -1.178
47 C 3.637 2.145 -3.489
48 H 1.758 -2.423 -1.705
49 H -1.437 4.144 -0.533
50 H 1.790 -3.096 4.555
51 H 4.651 2.391 -3.208
52 C -3.300 -1.710 3.780
53 O 1.574 -2.437 2.567
54 H 2.896 -1.843 3.884
55 C -0.406 1.823 1.291
56 F 3.974 4.877 -4.140
57 C -1.374 -0.225 0.207
58 C 0.528 -3.145 2.167
59 H 1.430 2.616 -6.042
60 H 0.178 3.502 -0.859
61 C -3.197 -2.963 3.138
62 H -4.929 -1.505 5.242
63 C -2.111 -1.011 4.077

- Relative energy (zero: lowest compared OMol25 entry of this formula, charge and spin): 25.7 kcal per mole
- E_HOMO: -6.42 eV
- Orbital gap: 5.78 eV
- Total charge: 0

These are the Mulliken partial charges, in e, on atoms 1 to 5: number 1, H, carries 0.36; number 2, H, carries 0.32; number 3, H, carries 0.19; number 4, H, carries 0.33; number 5, H, carries 0.41


No. 3
Formula: C38H50BClO3P4W
Source: OMol25
Level of theory: ωB97M-V/def2-TZVPD

Element x y z (Å)
1 W 0.145 0.158 1.714
2 H -2.951 -4.046 1.318
3 H 3.372 -2.520 3.390
4 C 5.273 1.313 -4.393
5 H 0.142 3.560 3.218
6 O -0.632 -1.245 4.887
7 H 1.824 -2.338 4.285
8 C 0.142 0.408 6.308
9 H 0.029 -3.452 2.503
10 H 1.553 -4.152 1.875
11 C 0.178 0.201 8.723
12 H 3.703 -2.539 1.050
13 C -2.680 -3.628 -1.788
14 P 1.649 -1.763 1.957
15 H -0.632 3.427 0.247
16 H -1.077 -2.643 7.236
17 C -1.352 4.436 -4.773
18 H -0.567 -1.684 9.538
19 H 1.471 1.451 -0.506
20 P -3.231 -2.487 -0.503
21 C 0.397 -3.135 -4.644
22 H -0.675 -1.538 -1.838
23 H -1.084 -2.210 -5.919
24 C 5.732 2.360 -3.611
25 H 5.292 3.760 -2.028
26 H 1.515 2.765 -5.591
27 H -2.008 -1.552 2.009
28 H 6.738 2.720 -3.744
29 C -0.325 -2.062 -5.180
30 H 5.899 0.839 -5.136
31 H 0.867 1.952 7.596
32 C 4.916 2.959 -2.653
33 H -1.842 -4.221 -1.402
34 C 0.778 0.895 0.142
35 C -0.127 0.107 -0.462
36 H -3.460 0.984 1.683
37 C 1.383 -2.917 -3.700
38 C -0.416 -0.887 6.187
39 H -1.998 5.210 -5.137
40 O 0.338 0.971 5.086
41 P 1.529 1.163 -4.034
42 C 3.588 2.560 -2.497
43 H 1.928 -3.763 -3.275
44 H -4.214 -0.918 -1.969
45 C 1.736 -1.638 -3.302
46 H -2.079 4.063 1.080
47 C -4.606 -1.517 -1.142
48 C -0.661 -1.644 7.347
49 H 0.008 4.548 -6.449
50 C 3.112 1.540 -3.362
51 C 3.987 0.859 -4.258
52 H 0.404 0.630 9.718
53 P -1.348 2.046 2.113
54 H -2.512 4.104 -2.981
55 C -3.004 1.483 2.542
56 C -0.229 4.075 -5.517
57 H 3.566 0.028 -4.836
58 H 0.368 -3.421 0.755
59 H 2.797 -0.892 3.885
60 H 2.597 -2.031 -0.254
61 H 0.180 -4.132 -4.990
62 C -1.054 -0.713 -1.229
63 C 2.490 -1.884 3.544
64 Cl 2.070 1.533 2.362
65 C 1.039 -0.546 -3.899
66 C -1.644 3.811 -3.567
67 C -0.045 -0.779 -4.776
68 C -1.839 -1.389 -0.107
69 O -2.035 -0.104 -2.055
70 C 0.439 0.950 7.560
71 C -1.586 3.154 0.703
72 H 2.910 2.982 -1.740
73 C 0.281 2.417 -3.860
74 B -0.121 -0.065 4.112
75 H -3.479 -4.311 -2.112
76 C 0.814 -3.351 1.749
77 H -2.225 2.684 -0.049
78 C 0.598 3.090 -5.064
79 H 3.477 -0.802 0.692
80 H -1.012 2.290 -2.102
81 H -2.964 0.792 3.389
82 H -2.332 -3.054 -2.654
83 H -4.619 -4.097 0.687
84 C -0.846 2.782 -3.074
85 C -3.776 -3.428 0.933
86 C 2.981 -1.771 0.733
87 C -0.842 3.142 3.442
88 C -1.475 -1.117 1.163
89 H -4.959 -0.838 -0.359
90 H -1.596 3.937 3.491
91 C -0.369 -1.095 8.613
92 H -3.590 2.371 2.810
93 H 2.506 -1.439 -2.547
94 H -1.693 0.448 -2.776
95 H -0.597 0.094 -5.152
96 H -0.784 2.588 4.382
97 H -4.106 -2.744 1.730
98 H -5.445 -2.137 -1.490

- <S²>: 2.027
- E_HOMO (alpha / beta): -11.58 / -11.58 eV
- Spin multiplicity: 3
- Orbital gap (alpha / beta): 6.43 / 4.07 eV
- Total charge: +2

These are the Mulliken partial charges, in e, on atoms 1 to 5: number 1, W, carries -1.11; number 2, H, carries 0.39; number 3, H, carries 0.57; number 4, C, carries -0.77; number 5, H, carries 0.40


No. 4
Formula: C7H13NO
Source: OMol25
Level of theory: ωB97M-V/def2-TZVPD

Element x y z (Å)
1 H 3.072 -2.127 -0.305
2 H 3.570 -0.488 0.164
3 H -5.175 3.513 -3.663
4 H 2.258 -0.728 -1.014
5 H -0.752 0.693 2.210
6 H 1.235 -2.232 2.683
7 H 0.365 -0.172 3.260
8 H 2.422 -3.000 1.633
9 C -5.105 1.469 -3.899
10 C 0.981 -0.029 1.201
11 O -5.187 0.374 -3.518
12 H 1.858 1.283 -0.228
13 N 1.713 -1.182 0.936
14 C -5.014 2.683 -4.322
15 C -0.077 -0.156 2.264
16 H -0.655 -1.067 2.124
17 C 1.114 1.114 0.527
18 H 0.448 1.937 0.718
19 C 2.086 -2.044 2.035
20 C 2.711 -1.118 -0.104
21 H 2.902 -1.621 2.640
22 H -4.773 2.898 -5.344

- Relative energy (zero: lowest compared OMol25 entry of this formula, charge and spin): 52.3 kcal per mole
- E_HOMO: -7.82 eV
- Structure (SMILES): C=C(C)N(C)C.C=C=O
- Orbital gap: 8.67 eV
- Total charge: 0

These are the Mulliken partial charges, in e, on atoms 1 to 5: number 1, H, carries 0.31; number 2, H, carries 0.39; number 3, H, carries 0.24; number 4, H, carries 0.37; number 5, H, carries 0.37


No. 5
Formula: CH4N3O
Source: OMol25
Level of theory: ωB97M-V/def2-TZVPD

Element x y z (Å)
1 H -1.449 0.882 -0.760
2 C 0.150 -0.046 0.138
3 N 1.570 -0.015 0.361
4 H -0.232 -1.323 1.584
5 H 0.132 1.159 -1.554
6 H -1.638 -0.852 0.690
7 N -0.574 -0.938 0.701
8 O 2.449 0.414 -0.375
9 N -0.408 0.720 -0.784

- Relative energy (zero: lowest compared OMol25 entry of this formula, charge and spin): 82.1 kcal per mole
- E_HOMO (alpha / beta): -15.26 / -15.37 eV
- Structure (SMILES): NC(=[NH2+])N=O
- Orbital gap (alpha / beta): 8.40 / 8.38 eV
- Total charge: +1

These are the Mulliken partial charges, in e, on atoms 1 to 5: number 1, H, carries 0.25; number 2, C, carries 0.65; number 3, N, carries 0.06; number 4, H, carries 0.32; number 5, H, carries 0.28


No. 6
Formula: C3H7N5
Source: OMol25
Level of theory: ωB97M-V/def2-TZVPD

Element x y z (Å)
1 H 2.652 -0.825 0.284
2 H 1.684 -2.219 0.622
3 H 2.646 0.964 0.044
4 C 1.795 -1.386 0.045
5 H -3.163 0.983 0.944
6 C 0.802 0.899 -0.099
7 N 1.942 1.682 -0.141
8 H 1.815 -1.864 -1.020
9 N 0.672 -0.434 0.083
10 N -1.217 0.375 0.057
11 H -3.035 -0.564 -0.128
12 N -0.643 -0.778 0.160
13 C -2.632 0.479 -0.012
14 H -2.893 1.298 -0.804
15 N -0.427 1.391 -0.035

- Relative energy (zero: lowest compared OMol25 entry of this formula, charge and spin): 81.0 kcal per mole
- E_HOMO: -7.57 eV
- Orbital gap: 8.07 eV
- Total charge: 0

These are the Mulliken partial charges, in e, on atoms 1 to 5: number 1, H, carries 0.29; number 2, H, carries 0.33; number 3, H, carries 0.15; number 4, C, carries -0.78; number 5, H, carries 0.26